# 1
Formula: C24H42BrN3O13S
Source: the OMol25 dataset
Level of theory: ωB97M-V/def2-TZVPD

Geometry as XYZ:
```
84
Properties=species:S:1:pos:R:3:forces:R:3:lowdin_charge:R:1
C -2.073764 3.588973 -2.988235 -1.38 -1.22 -1.09 -0.165
S -0.456588 2.630256 -2.898723 3.16 3.56 3.93 0.720
O -0.276375 2.265648 -1.446390 -1.22 -0.78 -3.49 -0.374
O 0.684529 3.560402 -3.271060 -3.28 -2.78 -0.62 -0.366
C -0.619584 1.191759 -4.045743 -1.38 0.59 -4.44 -0.195
C -1.061544 1.474082 -5.503364 1.18 -2.24 2.78 -0.527
Br -1.515043 3.156129 -6.416855 0.60 -2.16 1.11 0.771
N -1.080299 0.187640 -6.199046 1.56 1.40 6.28 0.131
C -0.658679 -0.766019 -5.182555 0.52 -0.42 -0.53 0.003
C -0.526943 -2.290953 -5.642950 1.57 -6.46 -1.30 -0.537
O -1.640424 -2.895537 -5.887847 2.42 3.44 1.04 -0.055
O 0.653927 -2.984618 -5.769646 -4.56 5.10 1.27 -0.129
N -0.377487 -0.240489 -3.878956 -1.61 2.31 -5.26 0.016
C 0.098245 -0.889999 -2.624876 -0.25 -0.21 2.48 -0.096
C -0.450935 -2.379737 -2.388088 1.76 -1.32 -0.58 -0.075
C -0.453534 -2.793921 -0.811881 -2.02 1.74 1.05 -0.360
N 0.385158 -3.949253 -0.363826 -1.32 1.30 -0.71 0.084
O -1.202786 -2.137985 -0.037127 3.21 -2.62 -2.59 0.037
H -2.040280 4.378901 -3.809990 0.24 -1.07 1.38 0.051
H -2.869124 2.808446 -3.305189 1.20 1.31 0.51 0.071
H -2.404614 3.980139 -1.966542 1.16 -0.58 -1.37 0.091
H -1.320824 0.040968 -7.188090 0.22 -0.38 0.86 0.176
H -0.321242 -0.248534 -1.752615 0.57 -0.84 -1.66 0.130
H 1.248898 -0.815700 -2.506401 -1.94 -0.26 -0.71 0.168
H -1.452888 -2.604544 -2.893041 1.23 0.63 0.94 0.136
H 0.316009 -3.099091 -2.879324 -1.41 1.20 0.55 0.121
H 0.231759 -4.767823 -0.972719 0.23 0.80 0.09 0.082
H 1.385088 -3.693091 -0.363896 -0.58 -0.13 0.15 0.067
O -5.299624 3.670406 -3.403883 -0.16 0.81 0.35 0.078
C -5.838159 4.423783 -2.620849 0.27 -0.55 -0.09 -0.521
O -5.675229 5.753042 -2.743430 0.14 0.03 -0.58 -0.002
C -6.387006 6.733901 -1.973809 -0.01 0.06 0.35 -0.228
C -5.731148 6.945556 -0.623735 0.11 -0.07 0.12 -0.066
C -6.619872 3.885304 -1.456337 -0.73 -0.03 -0.01 0.012
H -7.445448 6.473015 -1.893457 0.11 -0.10 0.03 0.116
H -6.340652 7.664201 -2.544524 0.10 -0.26 -0.15 0.124
H -5.731960 6.034217 -0.023480 -0.12 0.05 0.00 0.067
H -6.248024 7.728929 -0.063102 0.05 -0.07 -0.07 0.085
H -4.685465 7.237763 -0.750979 -0.13 0.07 -0.05 0.085
H -5.926864 3.586952 -0.668181 -0.04 0.00 -0.06 0.100
H -7.184068 3.012645 -1.792665 0.31 -0.01 0.04 0.097
H -7.350671 4.583386 -1.052074 0.17 0.05 0.11 0.070
O 2.637551 -2.973284 1.221243 0.09 0.86 0.12 0.062
C 2.324118 -2.026838 1.914280 0.15 -0.41 0.11 -0.516
O 2.880020 -0.822907 1.701917 0.06 -0.22 -0.70 0.000
C 2.468925 0.389762 2.354732 0.05 0.09 0.46 -0.218
C 3.113566 0.518271 3.720117 -0.11 -0.09 0.00 -0.067
C 1.380528 -2.205332 3.068547 -0.71 0.13 -0.03 0.015
H 1.378757 0.460618 2.393597 0.07 -0.13 0.03 0.117
H 2.809290 1.210611 1.719225 0.02 -0.29 -0.13 0.125
H 2.821261 -0.295478 4.386284 -0.09 0.05 -0.02 0.072
H 2.836690 1.464117 4.188918 0.07 -0.17 -0.11 0.061
H 4.202635 0.476849 3.631725 -0.09 0.11 -0.07 0.087
H 1.926961 -2.624055 3.915034 -0.02 0.02 -0.07 0.099
H 0.592287 -2.898846 2.766076 0.28 -0.09 0.01 0.089
H 0.879303 -1.289753 3.376845 0.19 0.01 0.10 0.072
O -0.300738 -10.328642 1.971856 -0.27 0.92 -0.24 0.094
C -0.476794 -9.328939 1.311225 0.05 -0.79 0.13 -0.525
O -1.175137 -8.297080 1.820007 0.04 0.01 0.55 -0.003
C -1.308124 -7.015411 1.188026 -0.11 0.02 -0.29 -0.233
C -2.412083 -7.035713 0.149349 -0.10 -0.08 -0.12 -0.065
C 0.003736 -9.257923 -0.110945 0.60 0.35 -0.22 0.006
H -0.350771 -6.679836 0.781092 -0.06 -0.08 0.01 0.101
H -1.572975 -6.308524 1.977518 0.11 -0.27 0.07 0.125
H -2.204044 -7.746863 -0.651950 0.07 0.09 -0.01 0.067
H -2.542528 -6.044356 -0.293481 0.01 -0.07 0.07 0.076
H -3.356979 -7.342854 0.605131 0.10 0.11 0.03 0.085
H -0.701608 -9.787336 -0.753162 0.05 0.02 0.05 0.098
H 0.981360 -9.741322 -0.169971 -0.26 -0.16 0.04 0.094
H 0.142272 -8.243934 -0.482181 -0.19 -0.03 -0.05 0.064
O 3.818870 2.721095 5.641292 0.69 0.75 -0.29 0.078
C 4.868778 3.282172 5.414755 -0.35 -0.54 0.28 -0.514
O 5.032068 3.971466 4.271069 -0.54 0.17 -0.16 0.000
C 6.168131 4.796591 3.974329 0.31 -0.11 -0.02 -0.229
C 7.319061 3.965531 3.442926 0.08 -0.16 -0.02 -0.067
C 6.028340 3.145745 6.360392 0.19 0.50 0.47 0.011
H 6.447872 5.400949 4.841239 -0.02 -0.14 0.01 0.115
H 5.844812 5.497014 3.200843 -0.22 -0.18 0.13 0.124
H 7.663104 3.232145 4.174078 0.03 0.11 0.03 0.067
H 8.163138 4.605373 3.171869 -0.09 -0.05 0.02 0.084
H 7.006108 3.405025 2.558171 0.00 0.15 0.04 0.086
H 6.520748 2.187903 6.185886 -0.05 0.05 0.02 0.100
H 5.645779 3.175957 7.382985 -0.04 -0.25 -0.18 0.095
H 6.759247 3.948884 6.284589 0.07 -0.13 -0.14 0.069
```
Forces are in eV/Å.

Summary:
E   -137527.895 eV
Frontier orbital gap   0.2857 Ha
LUMO energy   -0.847 eV


# 2
Formula: C30H40ClSi
Source: the OMol25 dataset
Level of theory: ωB97M-V/def2-TZVPD

Geometry as XYZ:
```
72
Properties=species:S:1:pos:R:3:forces:R:3:lowdin_charge:R:1
C -3.865165 0.227312 -2.333017 -0.26 0.10 -0.29 -0.036
C -3.133970 -0.675738 -1.394283 0.05 -0.06 0.13 -0.258
C -2.665355 -0.168273 -0.184302 0.04 -0.20 0.06 -0.001
C -1.945826 -0.963587 0.710642 -0.13 0.07 -0.63 -0.212
C -1.532722 -0.348210 2.010027 0.04 0.33 0.51 -0.045
C -1.629065 -2.282741 0.343432 -0.18 0.25 -0.16 -0.144
C -0.658217 -3.108866 1.161575 -0.60 -0.02 -0.26 -0.289
C -1.302010 -3.675686 2.441576 0.26 -0.06 0.25 -0.030
C 0.674002 -2.370113 1.490182 0.42 -0.33 0.85 -0.131
C 1.241374 -1.425617 0.504624 0.94 -1.36 -0.41 0.156
C 2.641871 -1.426381 0.240065 0.26 -0.09 -0.19 -0.100
C 3.189915 -1.620072 -1.083394 0.15 1.10 -0.41 -0.169
C 2.368800 -2.216000 -2.184294 -0.10 -0.08 -0.25 -0.018
C 4.522415 -1.317775 -1.327131 -0.33 -0.20 0.06 0.017
C 5.387454 -0.933352 -0.297262 -0.08 -0.07 -0.09 -0.216
C 6.802234 -0.557611 -0.598341 0.22 0.16 0.18 -0.022
C 4.918811 -0.962394 1.018498 -0.17 0.01 -0.04 0.018
C 3.597064 -1.265735 1.311293 0.02 -0.30 0.16 -0.165
C 3.200913 -1.356888 2.748719 0.02 0.11 0.61 -0.029
C -2.197749 -2.828826 -0.822243 0.31 0.09 0.08 -0.210
C -2.007484 -4.280297 -1.160240 -0.03 -0.29 -0.23 -0.041
C -2.935478 -2.025951 -1.688064 -0.01 0.32 0.21 0.006
H -4.129909 -0.327153 -3.238501 -0.07 0.26 0.07 0.082
H -4.782768 0.615377 -1.869427 0.19 -0.10 -0.17 0.097
H -3.252798 1.095521 -2.609737 -0.16 -0.21 0.03 0.060
H -2.867859 0.878502 0.070129 0.02 -0.38 -0.08 0.109
H -1.735529 -0.999823 2.866104 0.10 0.17 -0.18 0.080
H -0.470877 -0.073275 2.028859 -0.15 0.01 0.08 0.057
H -2.083809 0.582564 2.179548 0.13 -0.32 -0.06 0.052
H -0.363787 -3.978315 0.558361 -0.04 0.32 0.10 0.121
H -2.233995 -4.215646 2.229368 0.27 0.20 -0.14 0.096
H -0.622349 -4.382381 2.932737 -0.08 0.10 -0.03 0.089
H -1.533364 -2.883511 3.162159 0.02 -0.25 -0.16 0.069
H 0.564226 -1.865472 2.467586 0.03 -0.15 -0.22 0.130
H 1.433105 -3.167020 1.606530 -0.30 0.48 0.33 0.140
H 0.558632 -0.850341 -0.120342 0.01 -0.24 -0.30 0.139
H 2.916576 -2.203647 -3.134014 -0.17 0.12 0.25 0.092
H 2.133929 -3.270494 -1.979595 0.04 0.26 0.10 0.102
H 1.416678 -1.695438 -2.320824 -0.06 0.01 0.04 0.093
H 4.919004 -1.377493 -2.345328 -0.22 -0.17 0.34 0.138
H 7.310732 -0.257988 0.322211 0.04 -0.06 -0.22 0.086
H 7.364115 -1.380812 -1.059812 -0.23 0.13 0.11 0.103
H 6.834393 0.286949 -1.296584 -0.04 -0.14 0.07 0.102
H 5.620185 -0.732533 1.827605 -0.38 -0.14 -0.24 0.133
H 4.078741 -1.224996 3.393117 -0.26 0.08 -0.21 0.095
H 2.464956 -0.586961 3.013466 0.10 -0.17 0.06 0.101
H 2.777794 -2.338864 2.994006 0.13 0.30 -0.09 0.089
H -2.591299 -4.524049 -2.053890 0.12 -0.06 0.20 0.084
H -0.959111 -4.528822 -1.378630 -0.21 0.02 0.04 0.081
H -2.345798 -4.930454 -0.341851 0.10 0.10 -0.21 0.092
H -3.354933 -2.455264 -2.605834 0.17 0.18 0.38 0.124
H -0.115137 1.772168 0.590167 -0.33 0.82 0.13 0.004
Si -0.736322 3.166112 0.847529 -0.41 0.16 -0.58 0.593
C -2.126639 3.116279 2.112272 0.02 -0.21 0.22 -0.214
C 0.544285 4.399306 1.411873 0.37 -0.14 0.10 -0.215
C -1.511361 3.856962 -0.740244 0.25 -0.45 0.12 -0.294
C -2.076018 5.136951 -0.632408 -0.15 0.00 -0.53 -0.096
C -2.666480 5.758539 -1.738315 0.22 -0.35 0.22 -0.094
C -2.696559 5.091945 -2.966714 0.57 -0.61 1.06 -0.693
Cl -3.413784 5.852159 -4.315012 -0.24 0.21 -0.51 0.707
C -2.141281 3.811018 -3.089335 0.00 0.12 0.28 -0.109
C -1.550748 3.190681 -1.978122 -0.23 0.61 -0.07 -0.113
H -2.955156 2.468217 1.797510 0.16 0.17 0.08 0.021
H -1.746522 2.752357 3.076217 -0.18 0.07 -0.09 0.033
H -2.549481 4.119426 2.278321 0.24 -0.24 -0.13 0.042
H 1.335490 4.503601 0.659780 -0.09 -0.01 0.15 0.033
H 0.118886 5.396911 1.585719 -0.01 -0.30 -0.05 0.038
H 1.000934 4.057787 2.347765 0.03 0.15 -0.08 0.027
H -2.060287 5.668589 0.326770 -0.02 -0.17 -0.40 0.104
H -3.093372 6.749953 -1.637818 0.00 -0.09 -0.11 0.107
H -2.180415 3.317269 -4.055087 0.03 0.02 0.11 0.104
H -1.116702 2.188400 -2.086313 -0.17 0.42 0.05 0.097
```
Forces are in eV/Å.

Summary:
E   -52152.552 eV
Frontier orbital gap   0.1907 Ha
LUMO energy   -5.629 eV
Charge   +1


# 3
Formula: C15H32EuN7O6P
Source: the OMol25 dataset
Level of theory: ωB97M-V/def2-TZVPD

Geometry as XYZ:
```
62
Properties=species:S:1:pos:R:3:forces:R:3:lowdin_charge:R:1
O 4.390306 -1.223485 0.133945 -0.92 -1.03 3.29 -0.253
H 5.061948 -1.941422 -0.040961 -1.13 0.71 0.51 0.132
Eu 2.074470 -0.711008 0.505243 -5.75 -1.13 -3.09 1.841
N 0.036215 -1.589722 1.889485 0.77 0.66 -0.19 -0.170
N 1.203499 -2.974234 0.126545 2.24 0.74 1.09 -0.232
N 1.148702 1.492317 1.379222 0.03 3.04 0.17 -0.103
N 3.180114 1.372549 -0.164508 0.51 2.51 -0.03 -0.110
O -0.519302 -0.827282 2.801886 -0.10 0.44 -0.05 -0.228
O 0.085840 1.595287 2.246024 0.95 -0.39 -0.85 -0.062
O 4.409129 1.316363 -0.849410 -0.58 -0.49 0.26 -0.045
O 1.360553 -2.440199 -1.050895 0.02 1.16 -0.68 -0.285
C -0.052324 -3.435204 0.471350 -2.16 0.82 1.60 -0.312
C -0.689989 -2.679177 1.486845 1.26 -0.89 -1.97 -0.291
C 1.570840 2.679393 0.908228 -1.87 -2.55 1.38 -0.270
C 2.695148 2.602348 0.000554 1.71 -2.45 -0.84 -0.245
C -2.063475 -2.969494 1.981128 -0.20 -0.06 0.45 -0.019
H -2.827820 -2.424559 1.401288 0.27 -0.12 0.24 0.083
H -2.151439 -2.673233 3.033180 -0.07 -0.04 -0.29 0.089
H -2.279195 -4.040121 1.891165 0.01 0.31 0.07 0.078
C -0.642911 -4.602416 -0.223648 0.02 -0.49 -0.11 -0.027
H 0.138642 -5.352418 -0.408001 -0.22 0.13 -0.07 0.092
H -1.074318 -4.314363 -1.196089 0.15 -0.11 0.20 0.089
H -1.432198 -5.069165 0.376143 0.19 0.11 -0.23 0.075
C 0.935817 3.985829 1.252940 -0.05 0.11 0.13 0.002
C 3.272560 3.816045 -0.644134 0.18 0.03 -0.13 0.009
H 0.304385 3.885586 2.140819 0.18 0.01 -0.26 0.090
H 0.313522 4.350525 0.419792 0.15 -0.15 0.20 0.104
H 1.707089 4.745438 1.438195 -0.20 -0.18 -0.05 0.097
H 3.968088 3.533082 -1.438448 -0.15 0.08 0.22 0.090
H 3.812281 4.427338 0.093197 -0.12 -0.16 -0.13 0.114
H 2.475985 4.442490 -1.067294 0.14 -0.19 0.17 0.104
H -0.129455 0.614024 2.497086 -0.25 -0.05 0.14 0.030
H 4.720969 0.396641 -0.642639 -0.29 1.04 -0.29 0.067
C 3.798663 -1.414504 1.837841 4.45 -0.93 -0.56 -0.008
H 3.059730 -2.243803 1.902418 0.11 0.32 -0.33 0.076
H 3.574388 -0.404380 2.248706 0.32 -0.49 -0.38 0.087
H 4.733109 -1.756554 2.270600 -0.16 0.05 0.27 0.104
O 0.826199 -0.471159 5.341559 0.20 0.28 -0.83 -0.082
H 1.374014 0.323981 5.235390 -0.39 -0.32 0.15 0.026
H 0.352449 -0.570008 4.481805 0.21 0.00 0.62 -0.008
C -2.565903 0.476496 -3.685148 -0.04 -0.12 0.85 -0.164
N -2.535056 -0.753350 -2.858145 -0.35 0.14 -0.21 -0.156
C -3.606034 -0.690536 -1.839855 0.46 0.56 -0.17 -0.162
N -3.509430 0.517447 -0.990902 -0.24 0.08 -0.32 -0.153
C -3.535313 1.719293 -1.858593 0.45 -0.71 -0.02 -0.165
N -2.455905 1.706407 -2.869237 -0.20 -0.06 -0.03 -0.157
C -1.133192 1.833132 -2.255417 0.08 -0.14 0.04 -0.338
P -0.735454 0.414150 -1.096210 0.12 -0.44 0.04 0.982
C -1.222314 -0.968235 -2.260512 0.07 0.13 0.10 -0.341
C -2.336919 0.496176 -0.121932 0.25 0.03 0.06 -0.322
H -3.529157 0.504183 -4.217450 0.37 0.01 0.10 0.131
H -1.727466 0.446361 -4.393830 -0.30 0.00 0.07 0.127
H -3.551344 -1.585378 -1.202633 -0.07 0.23 -0.20 0.125
H -4.572326 -0.654265 -2.367578 0.30 -0.10 0.23 0.131
H -3.425262 2.612843 -1.229807 -0.13 -0.18 -0.18 0.126
H -4.500657 1.731219 -2.388528 0.33 0.10 0.21 0.131
H -0.363607 1.859037 -3.039932 -0.18 0.07 0.11 0.086
H -1.073961 2.774564 -1.688892 -0.04 -0.15 -0.17 0.079
H -1.195318 -1.924250 -1.713419 -0.01 0.32 -0.18 0.064
H -0.454923 -1.017737 -3.048111 -0.21 -0.11 0.17 0.091
H -2.310710 1.411225 0.490762 -0.06 -0.27 -0.10 0.090
H -2.381974 -0.360105 0.568818 -0.01 0.26 -0.19 0.068
```
Forces are in eV/Å.

Summary:
⟨S²⟩   12.044
E   -67390.770 eV
Frontier orbital gap (alpha / beta)   0.1673 / 0.2064 Ha
LUMO energy (alpha / beta)   -4.977 / -4.966 eV
Charge   +1
2S+1   7


# 4
Formula: C3H5NO3
Source: the OMol25 dataset
Level of theory: ωB97M-V/def2-TZVPD

Geometry as XYZ:
```
12
Properties=species:S:1:pos:R:3:forces:R:3:lowdin_charge:R:1
C 1.937078 -1.403559 -0.021734 1.06 1.92 2.40 0.098
C 1.263856 -0.299590 0.085134 0.73 1.44 -0.71 0.003
C -2.398156 -0.129668 0.094324 0.36 0.31 1.61 -0.171
N 0.687375 0.827318 0.167132 -0.53 -0.12 -0.34 -0.250
O -0.200213 1.088922 1.016366 0.31 0.73 -0.26 -0.061
O 1.078005 1.854464 -0.824296 4.86 -4.25 2.08 0.094
O -1.881778 -0.842350 -0.716856 -0.07 0.21 -0.57 -0.007
H 2.789140 -1.774531 0.556920 0.08 1.04 -0.07 0.088
H 1.498868 -2.163711 -0.490214 -1.90 -2.95 -2.36 0.022
H -2.886302 -0.513516 1.000476 -0.42 -0.67 -0.02 0.078
H -2.306718 0.960899 0.224716 -0.02 0.10 -1.16 0.068
H 0.418840 2.395319 -1.091966 -4.45 2.24 -0.59 0.038
```
Forces are in eV/Å.

Summary:
Relative energy (zero: lowest compared OMol25 entry of this formula, charge and spin)   785.3 kJ/mol
E   -10817.548 eV
Frontier orbital gap   0.3550 Ha
LUMO energy   0.514 eV
SMILES string   C=C=[N+]([O-])O.C=O